{
  "formula": "C37H36AsCl3GdN2O7PS2",
  "method": "wB97M-V/def2-TZVPD",
  "spin_multiplicity": 8,
  "charge": 0,
  "homo_ev": [-7.678, -7.660],
  "s2": 16.0281,
  "e_lumo_ev": [0.49, -3.01],
  "de_lowest_ev": 0.000,
  "species": ["H", "C", "C", "H", "H", "P", "H", "O", "C", "C", "C", "C", "C", "H", "C", "H", "H", "H", "C", "O", "Cl", "O", "C", "Cl", "H", "As", "Gd", "C", "C", "C", "C", "N", "H", "C", "H", "C", "H", "H", "Cl", "C", "H", "H", "H", "H", "H", "S", "H", "C", "C", "H", "H", "H", "H", "C", "O", "H", "C", "H", "C", "H", "O", "N", "H", "C", "O", "C", "H", "C", "C", "C", "O", "H", "H", "H", "H", "C", "C", "S", "H", "H", "H", "C", "C", "C", "C", "C", "C", "C", "C", "H"],
  "coordinates": [[-2.38842, 6.39132, 3.23279], [4.61420, 2.20228, -0.75190], [-5.19616, -0.13642, 0.18622], [1.50040, -0.75256, -3.37337], [-5.40237, -1.17878, -0.01111], [2.34264, -1.18357, -0.76424], [1.37569, 5.66737, 4.38402], [-0.28693, -1.09865, -1.77131], [-2.18310, 2.12636, 0.34903], [1.96699, -1.72894, -3.40462], [3.50351, -4.03350, 1.93977], [-0.85742, 3.57958, 1.59012], [-3.36796, -2.52614, -3.55791], [2.15933, -3.92937, 0.29087], [2.58045, -3.70300, -4.61018], [4.94668, -1.30607, -2.33428], [-0.31582, 6.14043, 4.20992], [0.11867, 4.42891, 4.30947], [-4.62427, 2.54343, 0.64261], [-2.19104, 0.12643, -2.61719], [0.96217, -0.68855, 2.75953], [-1.23850, 1.48590, -0.21296], [-3.88799, 0.32047, 0.06403], [2.13739, 1.61186, 0.24990], [-5.08446, -5.01264, -2.05255], [-0.97853, -3.28814, -0.01056], [-0.39079, -0.38195, 0.22223], [4.84751, -0.32016, -1.90699], [-2.25804, -3.21572, -1.54458], [-2.32322, -2.40342, -2.65338], [3.22631, -2.07797, 0.56521], [-2.01223, 3.23347, 1.02960], [-2.55940, -3.44082, 1.68012], [-4.37703, -3.44696, -3.34451], [-3.17164, 4.98903, 2.49036], [-0.44718, -0.28206, 3.75346], [5.37636, -1.47911, 3.10561], [-0.27842, 0.69865, 4.20380], [-1.82779, -0.14641, 2.65550], [2.51659, -2.25577, -2.23647], [-2.00349, 5.48213, 0.34071], [-3.51442, 6.62204, 1.89087], [1.38918, 4.63564, 2.17589], [4.85067, -3.84662, 3.59444], [-6.71707, 2.76662, 1.00706], [-1.22182, -0.97458, -2.95466], [-0.63249, -1.07031, 4.48127], [-6.20081, 0.74154, 0.54817], [2.00041, -2.44500, -4.58465], [3.62013, -3.89941, -1.40346], [-5.21341, -3.50904, -4.02551], [6.71606, 0.37921, -2.67709], [3.61854, -5.19393, -3.48203], [3.60354, 1.26515, -0.62236], [-2.89106, -0.55025, -0.30723], [4.53654, 3.16531, -0.27127], [3.15631, -4.21850, -3.46297], [-4.39293, 3.58458, 0.80069], [3.71126, -0.00928, -1.17223], [2.58937, -4.27629, -5.52450], [0.29587, -2.32454, 0.39517], [-0.60147, 4.88691, 1.73386], [1.57263, -2.02516, -5.48311], [4.39905, -3.35150, 2.74776], [-0.74473, -4.85671, 0.30312], [0.42618, 5.39932, 3.93175], [6.52726, 2.59508, -1.61426], [-1.60116, 5.83695, 1.29348], [-3.59349, 1.66972, 0.30709], [4.69680, -2.02846, 2.47208], [-2.11207, -2.68311, 1.29071], [-3.38370, -1.87410, -4.41813], [3.24990, -5.05996, 2.15590], [-2.62869, -0.23003, -1.26806], [0.84663, 6.32402, 2.02602], [4.11704, -1.39544, 1.38887], [-2.74497, 5.97030, 2.29666], [0.15444, 2.41304, 2.27297], [-1.11671, 6.80346, 1.13667], [-7.21641, 0.38963, 0.65063], [4.36923, -0.36523, 1.18766], [-5.92001, 2.08342, 0.75677], [3.14078, -3.49521, -2.28186], [-3.25145, -4.17394, -1.35371], [-4.31069, -4.28020, -2.23668], [5.84469, 0.62268, -2.08735], [0.58647, 5.33787, 2.41720], [2.90834, -3.40095, 0.86434], [5.73598, 1.87076, -1.49718], [-3.17643, -4.83644, -0.49559]],
  "forces_ev_per_angstrom": [[-0.03, 0.06, 0.11], [-0.07, 0.04, 0.06], [0.24, -0.14, 0.02], [0.08, 0.00, -0.09], [0.03, -0.08, 0.01], [1.75, -0.24, -0.42], [0.14, 0.06, 0.15], [0.12, -0.60, -1.21], [0.22, 1.07, 0.18], [0.02, -0.01, 0.03], [0.02, -0.10, 0.02], [0.39, -0.27, 0.34], [0.01, -0.03, -0.08], [0.02, -0.03, 0.01], [0.04, -0.08, -0.02], [0.02, -0.11, -0.10], [-0.10, 0.13, 0.12], [-0.01, -0.08, 0.05], [-0.08, -0.11, -0.09], [0.15, 0.13, -0.60], [0.71, -0.33, 0.90], [-1.42, 2.09, -0.71], [-0.13, 0.40, 0.11], [0.57, 1.00, 0.21], [-0.02, -0.03, -0.02], [-2.72, -2.69, 0.86], [1.17, 2.31, 1.77], [-0.08, 0.01, 0.00], [0.69, 0.12, 0.35], [0.43, 0.27, -0.17], [-0.29, 0.06, 0.07], [-0.65, 0.03, -0.43], [0.04, -0.15, 0.00], [0.08, 0.02, 0.02], [-0.06, -0.01, 0.02], [-0.03, 0.32, -0.07], [0.09, 0.04, 0.07], [-0.04, -0.26, -0.11], [-0.90, 0.01, 0.98], [-0.35, 0.06, 0.10], [0.11, 0.20, 0.07], [-0.14, 0.08, 0.01], [-0.06, 0.19, -0.03], [0.05, -0.04, 0.07], [-0.06, 0.08, 0.04], [-1.46, -0.15, -0.58], [0.06, 0.05, -0.23], [-0.01, -0.01, -0.06], [0.02, 0.09, -0.08], [-0.02, -0.05, 0.02], [0.00, -0.03, -0.08], [0.07, -0.04, -0.02], [0.07, -0.08, -0.01], [-0.06, -0.48, -0.38], [-0.08, 0.15, -0.56], [-0.09, 0.10, -0.01], [0.05, -0.10, -0.11], [0.07, 0.05, 0.06], [-0.45, 0.27, 0.13], [0.01, -0.06, -0.10], [1.01, -1.74, -0.05], [-0.13, -0.19, -0.34], [-0.06, 0.04, -0.07], [0.01, 0.01, 0.02], [0.27, -0.61, -0.26], [-0.03, 0.04, -0.22], [0.07, 0.08, -0.01], [-0.42, 0.21, -0.13], [0.05, -0.62, -0.14], [0.07, -0.04, 0.16], [0.50, -0.19, -0.78], [-0.11, 0.11, -0.12], [-0.04, -0.11, 0.03], [-0.34, -0.09, 0.32], [-0.01, -0.05, -0.05], [0.02, -0.01, -0.11], [0.18, 0.04, -0.12], [0.65, -0.04, 0.49], [0.02, -0.10, -0.04], [-0.08, -0.09, -0.02], [0.02, 0.07, 0.01], [-0.05, 0.07, 0.01], [-0.04, 0.09, 0.13], [0.11, -0.16, 0.32], [0.02, 0.02, 0.06], [0.06, -0.08, 0.00], [0.39, 0.06, 0.29], [-0.15, 0.00, 0.11], [-0.09, 0.06, 0.08], [-0.05, 0.03, -0.15]],
  "lowdin_spin": [0.000, 0.000, 0.001, 0.000, 0.000, 0.060, 0.000, 0.035, 0.000, 0.001, 0.000, 0.000, 0.000, 0.001, 0.001, 0.000, 0.000, 0.000, 0.000, 0.005, -0.007, -0.005, 0.000, -0.006, 0.000, 0.001, 6.796, 0.003, 0.000, 0.001, 0.005, 0.002, 0.000, 0.000, 0.000, 0.000, 0.000, 0.000, -0.005, 0.006, 0.000, 0.000, 0.000, 0.000, 0.000, 0.010, 0.000, 0.000, 0.000, 0.000, 0.000, 0.000, 0.000, 0.001, 0.000, 0.000, 0.000, 0.000, 0.011, 0.000, 0.058, 0.001, 0.000, 0.004, 0.004, 0.000, 0.000, 0.000, 0.001, 0.000, -0.002, 0.000, 0.000, -0.001, 0.000, 0.004, 0.000, 0.005, 0.000, 0.000, 0.000, 0.001, 0.002, 0.000, 0.000, 0.001, 0.000, 0.004, 0.001, 0.000]
}